## w
Entry from the Open Molecules 2025 dataset: a 3-piece molecular cluster, C7H19NO overall (ωB97M-V with the def2-TZVPD basis set).

Last column: natural (NBO) charge in e.
Geometry (Å):
C  -0.463  -0.342  -0.966  0.4082
C  0.655  -1.377  -0.865  -0.1300
C  -0.754  0.249  -2.309  -0.6811
C  -1.518  -0.391  -0.015  -0.7887
C  1.748  -1.249  -1.924  -0.6178
N  1.284  -1.305  0.466  -0.8547
O  0.703  1.262  -0.345  -0.9330
H  -0.004  1.538  0.460  0.4882
H  0.143  -2.342  -1.020  0.1950
H  1.349  0.703  0.123  0.4931
H  1.980  -2.034  0.573  0.3704
H  -1.114  -0.538  -2.980  0.2278
H  -1.534  1.006  -2.227  0.2303
H  0.130  0.707  -2.746  0.2374
H  -1.534  -1.251  0.650  0.2193
H  -1.274  0.619  0.788  0.3257
H  -2.506  -0.162  -0.405  0.2353
H  1.349  -1.406  -2.925  0.2152
H  2.517  -2.007  -1.756  0.2113
H  2.218  -0.268  -1.880  0.2253
C  -0.925  1.773  1.775  -0.8239
C  -0.278  1.030  2.942  -0.6156
H  -0.746  0.050  3.090  0.1832
H  0.786  0.847  2.752  0.1904
H  -1.985  1.960  1.968  0.2023
H  -0.486  2.775  1.666  0.2126
H  0.607  -1.405  1.214  0.3741
H  -0.348  1.559  3.899  0.1996

LUMO, Ha: 0.0201
Gap between HOMO and LUMO, eV: 7.591


## x
Entry from the Open Molecules 2025 dataset: C7H19NO as an isolated structure (ωB97M-V with the def2-TZVPD basis set).

Last column: natural (NBO) charge in e.
Geometry (Å):
C  0.479  1.505  0.496  0.1112
C  -0.123  0.948  1.790  -0.6104
C  2.007  1.562  0.595  -0.6072
C  -0.081  2.915  0.236  -0.6160
N  0.127  0.598  -0.603  -0.8759
H  0.344  1.008  -1.505  0.3508
H  -0.852  0.289  -0.569  0.4021
H  0.113  1.605  2.627  0.2062
H  2.414  0.568  0.774  0.2079
H  0.344  3.338  -0.676  0.1999
H  -1.205  0.854  1.698  0.2112
H  0.270  -0.043  2.003  0.2099
H  2.316  2.218  1.408  0.2045
H  2.437  1.942  -0.334  0.2020
H  -1.166  2.880  0.125  0.2071
H  0.157  3.585  1.063  0.2011
C  0.181  -1.973  -0.967  -0.0052
C  -2.433  -1.909  -1.475  -0.2425
C  0.780  -2.417  0.334  -0.6598
O  -1.488  -1.522  -0.541  -0.6242
H  -0.168  -2.794  -1.595  0.1637
H  0.865  -1.429  -1.617  0.2071
H  -2.196  -2.893  -1.930  0.1509
H  -2.523  -1.200  -2.316  0.1512
H  -3.404  -2.029  -0.980  0.1866
H  1.261  -1.589  0.846  0.2154
H  0.014  -2.831  0.984  0.2319
H  1.530  -3.187  0.128  0.2204

LUMO, Ha: 0.0350
Gap between HOMO and LUMO, eV: 9.584


Quick one: least stable of them? w


## w
Entry from the Open Molecules 2025 dataset: C2H12NO4 as an isolated structure (ωB97M-V with the def2-TZVPD basis set).

Last column: natural (NBO) charge in e.
Geometry (Å):
C  -0.581  -1.845  -0.784  -0.0571
O  0.017  -3.013  -0.341  -0.7673
C  0.364  -0.576  -0.749  -0.2530
N  0.304  0.001  0.640  -0.9215
H  -0.950  -1.995  -1.819  0.1496
H  -1.475  -1.588  -0.173  0.1513
H  1.394  -0.637  -1.097  0.1757
H  -0.140  0.108  -1.432  0.1820
H  0.425  -0.801  1.461  0.4430
H  0.995  0.760  0.825  0.3464
H  -0.252  -2.022  2.540  0.4274
H  0.406  -2.700  0.500  0.5091
O  0.584  -1.860  2.116  -1.1608
H  -1.545  2.411  0.641  0.4494
H  -0.565  0.982  0.348  0.4720
O  -1.070  1.928  -0.078  -1.1066
H  1.449  3.747  -0.684  0.4481
H  0.016  3.160  -0.826  0.5187
O  0.624  3.938  -1.089  -1.0064

LUMO, Ha: 0.1436
Net charge: -1
Gap between HOMO and LUMO, eV: 8.352


## x
Entry from the Open Molecules 2025 dataset: a 4-piece molecular cluster, C2H12NO4 overall (ωB97M-V with the def2-TZVPD basis set).

Last column: natural (NBO) charge in e.
Geometry (Å):
C  0.300  1.259  0.246  0.0027
O  0.537  2.080  1.284  -0.9531
C  0.190  -0.234  0.829  -0.2638
N  0.616  -1.265  -0.183  -0.9000
H  -0.643  1.575  -0.201  0.0633
H  1.068  1.165  -0.562  0.0463
H  0.658  -0.314  1.784  0.1748
H  -0.854  -0.403  0.987  0.1669
H  1.497  -0.963  -0.611  0.3599
H  0.827  -2.129  0.297  0.3425
H  3.494  0.989  -0.875  0.4668
H  3.361  0.935  0.615  0.4906
O  3.705  0.408  -0.129  -0.9599
H  -1.772  0.747  -0.940  0.4810
H  -1.114  -0.502  -1.539  0.5007
O  -1.944  0.007  -1.536  -0.9833
H  -2.982  -1.081  -0.639  0.4962
H  -2.507  -2.418  -0.207  0.4542
O  -3.272  -1.845  -0.077  -0.9857

LUMO, Ha: 0.1383
Net charge: -1
Gap between HOMO and LUMO, eV: 6.650


Quick one: least stable of them? x


## w
Entry from the Open Molecules 2025 dataset: one molecule with the formula C3H5FN2 (ωB97M-V with the def2-TZVPD basis set).

Last column: natural (NBO) charge in e.
Geometry (Å):
C  2.150  -0.485  0.075  -0.4435
C  0.860  -0.066  0.084  0.2984
F  0.833  1.322  -0.149  -0.3675
C  -0.324  -0.946  -0.134  -0.1386
N  -1.645  -0.746  -0.005  -0.1593
N  -1.873  0.577  0.132  -0.6562
H  2.044  -1.589  -0.141  0.2121
H  3.199  0.061  0.570  0.2614
H  -0.145  -2.141  -0.212  0.2163
H  -1.209  1.288  -0.111  0.3935
H  -2.871  0.652  0.202  0.3835

LUMO, Ha: 0.0080
SMILES: C=C(F)/C=N\N
Gap between HOMO and LUMO, eV: 8.489


## x
Entry from the Open Molecules 2025 dataset: a 2-piece molecular cluster, C3H5FN2 overall (ωB97M-V with the def2-TZVPD basis set).

Last column: natural (NBO) charge in e.
Geometry (Å):
C  1.293  0.854  -0.798  -0.5795
C  0.084  1.227  -0.563  0.4573
C  -1.177  -0.280  0.080  -0.2447
N  0.028  -1.756  1.067  -0.3542
N  -0.575  -0.677  1.250  -0.1579
F  -0.607  2.318  -0.760  -0.3109
H  2.323  1.407  -1.047  0.2377
H  1.373  -0.223  -0.779  0.2366
H  -2.000  0.308  0.198  0.2027
H  -1.152  -1.013  -0.678  0.1973
H  0.409  -2.163  2.030  0.3157

LUMO, Ha: 0.0079
Gap between HOMO and LUMO, eV: 9.661


## y
Entry from the Open Molecules 2025 dataset: one molecule with the formula C3H5FN2 (ωB97M-V with the def2-TZVPD basis set).

Last column: natural (NBO) charge in e.
Geometry (Å):
C  1.652  1.150  -0.020  -0.4761
C  1.340  -0.146  -0.074  0.3523
F  2.222  -1.175  -0.007  -0.3342
C  -0.013  -0.649  -0.142  -0.0663
N  -0.962  0.219  -0.072  -0.1953
N  -2.233  -0.301  -0.076  -0.6294
H  2.648  1.629  0.081  0.2245
H  0.775  1.770  -0.138  0.2324
H  -0.205  -1.753  -0.152  0.1783
H  -2.852  0.414  0.197  0.3654
H  -2.371  -1.159  0.403  0.3484

LUMO, Ha: 0.0239
SMILES: C=C(F)/C=N/N
Gap between HOMO and LUMO, eV: 9.187


Quick one: least stable of them? x


## w
Entry from the Open Molecules 2025 dataset: a 2-piece molecular cluster, C3H5FN2 overall (ωB97M-V with the def2-TZVPD basis set).

Last column: natural (NBO) charge in e.
Geometry (Å):
C  -0.786  -0.871  0.060  -0.1844
C  0.462  -1.096  -0.391  -0.0568
C  -0.967  0.614  0.201  -0.3039
N  0.251  1.010  -0.504  -0.3416
N  1.104  0.045  -0.766  0.0888
F  2.220  0.097  0.640  -0.5698
H  -1.356  -1.748  0.235  0.2374
H  1.121  -1.943  -0.319  0.2431
H  -1.821  1.294  -0.072  0.2424
H  -0.761  0.658  1.236  0.2402
H  0.532  1.941  -0.319  0.4045

LUMO (alpha / beta), Ha: -0.0005 / -0.0005
Gap between HOMO and LUMO (alpha / beta), eV: 9.270 / 9.268


## x
Entry from the Open Molecules 2025 dataset: one molecule with the formula C3H5FN2 (ωB97M-V with the def2-TZVPD basis set).

Last column: natural (NBO) charge in e.
Geometry (Å):
C  2.101  -0.831  0.037  -0.4828
C  1.048  -0.053  -0.003  0.3695
F  1.193  1.306  -0.040  -0.3244
C  -0.331  -0.557  -0.052  -0.0673
N  -1.249  0.298  0.114  -0.1838
N  -2.517  -0.085  -0.109  -0.6144
H  1.984  -1.924  0.057  0.2105
H  3.119  -0.442  0.062  0.2217
H  -0.436  -1.683  -0.140  0.1679
H  -2.739  -1.064  0.099  0.3352
H  -3.209  0.516  0.356  0.3680

LUMO, Ha: 0.0352
SMILES: C=C(F)/C=N/N
Gap between HOMO and LUMO, eV: 9.664


Quick one: least stable of them? w


## w
Entry from the Open Molecules 2025 dataset: one molecule with the formula ClH2NOS (ωB97M-V with the def2-TZVPD basis set).

Last column: natural (NBO) charge in e.
Geometry (Å):
N  0.403  -0.921  -0.071  -0.9689
O  -0.318  1.584  -0.728  -0.8859
S  -0.803  0.197  -0.114  1.3132
Cl  -0.860  0.655  1.909  -0.2229
H  0.384  -1.164  -1.039  0.3800
H  1.193  -0.351  0.043  0.3846

LUMO, Ha: -0.0054
Gap between HOMO and LUMO, eV: 10.212


## x
Entry from the Open Molecules 2025 dataset: a 2-piece molecular cluster, ClH2NOS overall (ωB97M-V with the def2-TZVPD basis set).

Last column: natural (NBO) charge in e.
Geometry (Å):
N  -0.115  0.430  -0.062  -0.8105
O  1.430  1.297  2.388  -0.8266
S  0.386  2.061  1.657  1.1359
Cl  -1.382  1.489  2.272  -0.1477
H  0.671  -0.191  0.262  0.3324
H  0.155  0.763  -0.933  0.3164

LUMO (alpha / beta), Ha: -0.0461 / -0.0362
Gap between HOMO and LUMO (alpha / beta), eV: 9.123 / 8.324


Quick one: least stable of them? x


## w
Entry from the Open Molecules 2025 dataset: a 2-piece molecular cluster, CH3BrI2Si overall (ωB97M-V with the def2-TZVPD basis set).

Last column: natural (NBO) charge in e.
Geometry (Å):
C  0.561  -0.826  -0.530  -0.9212
Si  -1.296  -0.339  -0.645  0.7833
Br  1.044  -1.716  1.096  0.0005
I  -2.386  -2.414  -0.036  -0.2053
I  5.569  -0.782  -0.191  -0.0016
H  1.320  -0.096  -0.518  0.2486
H  0.715  -1.619  -1.243  0.2485
H  -1.957  0.826  0.018  -0.1529

LUMO (alpha / beta), Ha: -0.0489 / -0.1237
Gap between HOMO and LUMO (alpha / beta), eV: 8.371 / 4.550


## x
Entry from the Open Molecules 2025 dataset: CH3BrI2Si as an isolated structure (ωB97M-V with the def2-TZVPD basis set).

Last column: natural (NBO) charge in e.
Geometry (Å):
C  0.818  -0.108  0.643  -0.8547
Si  -0.639  -0.081  -0.594  0.9538
Br  2.215  1.041  -0.336  -0.0089
I  -1.860  2.026  -0.067  -0.2073
I  -1.975  -2.069  -0.180  -0.1634
H  0.989  -1.135  0.761  0.2294
H  0.565  0.245  1.604  0.2415
H  -0.112  0.080  -1.832  -0.1906

LUMO, Ha: -0.0014
Gap between HOMO and LUMO, eV: 9.738


Quick one: least stable of them? w